No. 1
Here is a structure of composition C3H2FO2Tl in a non-equilibrium geometry from OMol25. Energies are from the ωB97M-V functional and the def2-TZVPD basis.

Geometry as ORCA input:
```
! wB97M-V def2-TZVPD RIJCOSX def2/J DEFGRID3
* xyz 2 1
Tl -3.00363 2.82086 -0.32580
F 0.80905 2.02083 0.40185
O -0.19171 -2.35050 -0.06536
O -1.06748 1.10708 -0.24945
C 0.09690 1.01368 -0.00975
C 0.38526 -1.29350 -0.00943
C 0.98912 -0.18036 -0.27544
H 2.08004 -0.14315 -0.14681
H -0.09755 -2.99495 0.68018
*
```

Output
- ΔE to the lowest compared entry with this formula, charge and spin (kcal per mole) = 2.86
- HOMO (eV) = -20.177
- LUMO (eV) = -10.3

---

No. 2
Here is a structure of composition C2H4NP in a non-equilibrium geometry from OMol25. Energies are from the ωB97M-V functional and the def2-TZVPD basis.

Geometry as ORCA input:
```
! wB97M-V def2-TZVPD RIJCOSX def2/J DEFGRID3
* xyz 0 1
P -1.00817 1.16040 -1.73454
N 0.39269 1.61715 -1.18924
C 0.73268 0.54883 -0.21037
C -0.85888 -0.12489 -0.32548
H 1.55110 -0.04992 -0.64231
H 0.88506 0.95959 0.78331
H -1.17946 -1.24013 -0.34698
H -1.33766 0.16985 0.61587
*
```

Output
- ΔE to the lowest compared entry with this formula, charge and spin (kcal per mole) = 28.72
- HOMO (eV) = -9.579
- LUMO (eV) = 0.0

---

No. 3
Here is a structure of composition C3H3BrClI in a non-equilibrium geometry from OMol25. Energies are from the ωB97M-V functional and the def2-TZVPD basis.

Geometry as ORCA input:
```
! wB97M-V def2-TZVPD RIJCOSX def2/J DEFGRID3
* xyz 0 1
I 1.01521 -2.38326 0.64999
Br -1.93700 -2.30744 -0.76512
Cl -1.92953 0.90097 -0.87271
C -0.49554 -1.26611 -0.23454
C 0.65012 1.02815 0.29932
C -0.51287 0.18811 -0.21487
H 0.95683 0.99497 1.24714
H 1.60182 0.66832 -0.24205
H 0.65095 2.17628 0.13285
*
```

Output
- ΔE to the lowest compared entry with this formula, charge and spin (kcal per mole) = 10.51
- HOMO (eV) = -8.685
- LUMO (eV) = 0.2

---

No. 4
Here is a structure of composition C4H12IMnO2 in a non-equilibrium geometry from OMol25. Energies are from the ωB97M-V functional and the def2-TZVPD basis.

Geometry as ORCA input:
```
! wB97M-V def2-TZVPD RIJCOSX def2/J DEFGRID3
* xyz 1 6
I 0.17338 -0.09116 0.11892
Mn 2.95283 -0.76803 -0.28603
O -0.53655 1.24489 3.19612
O -0.69232 -0.74169 -3.39700
C -0.66970 0.29359 4.24106
C 0.05564 -0.56884 -5.64718
C 0.47232 -0.46188 -4.15244
C -0.33727 0.88943 5.57185
H -0.58180 -0.47875 -2.48035
H -0.58137 0.84161 2.32609
H 0.95867 -0.35063 -6.21727
H 0.07883 -0.47608 4.05290
H -1.64513 -0.18810 4.17320
H 0.71331 1.14486 5.71020
H -0.93194 1.74849 5.88246
H -0.15327 -1.60220 -5.92403
H 1.20496 -1.18643 -3.79695
H -0.77033 0.08793 -5.92017
H 0.78304 0.52179 -3.80035
H -0.49331 0.14120 6.34897
*
```

Output
- ΔE to the lowest compared entry with this formula, charge and spin (kcal per mole) = 19.69
- HOMO (alpha / beta) (eV) = -12.571 / -12.571
- LUMO (alpha / beta) (eV) = -8.2 / -8.1

---

No. 5
Here is an isolated molecule of C7H13O2P in a non-equilibrium geometry from OMol25. Energies are from the ωB97M-V functional and the def2-TZVPD basis.

Geometry as ORCA input:
```
! wB97M-V def2-TZVPD RIJCOSX def2/J DEFGRID3
* xyz 0 1
P -1.21602 1.15783 0.54366
O 0.80086 2.23690 -0.73711
O -3.62964 0.12632 -0.10804
C 1.23806 -0.18446 -0.32983
C 2.68387 0.07180 -0.91423
C 1.37023 -0.83614 0.99760
C -2.42682 -1.33292 1.35699
C -1.97374 2.18557 -0.72649
C 0.51160 1.15719 -0.35199
C -2.65144 -0.19938 0.47940
H -1.54265 1.86640 -1.62930
H -1.87505 -1.03096 2.24446
H -3.37546 -1.85449 1.57421
H 1.52262 -1.85581 0.67930
H 3.32627 0.62360 -0.19551
H 0.69950 -0.89597 -0.97672
H -3.03778 2.22749 -0.67722
H 3.22006 -0.73026 -1.28969
H -1.61854 3.20306 -0.43249
H 2.66683 0.69044 -1.71392
H 2.22924 -0.31486 1.51482
H -1.54050 -1.99111 0.83439
H 0.53711 -0.70975 1.67336
*
```

Output
- ΔE to the lowest compared entry with this formula, charge and spin (kcal per mole) = 89.09
- HOMO (eV) = -8.196
- structure (SMILES) = CC(=O)P(C)C(=O)C(C)C
- LUMO (eV) = 0.7

---

No. 6
Here is a cluster of 4 separate species, C3H11NO3 in total in a non-equilibrium geometry from OMol25. Energies are from the ωB97M-V functional and the def2-TZVPD basis.

Geometry as ORCA input:
```
! wB97M-V def2-TZVPD RIJCOSX def2/J DEFGRID3
* xyz -1 2
O -1.46820 1.43899 -0.69702
O 1.89756 2.94172 -2.23825
O 1.15036 -1.20118 -2.03014
N -1.14607 -1.10923 0.86449
C 0.46074 -0.22529 2.48542
C -0.74228 -0.22686 1.87361
C -0.93797 -2.43660 1.09600
H 1.98472 -0.74173 -1.88316
H -1.56664 0.35989 2.29098
H 0.96305 2.72906 -2.16525
H 2.33812 2.13111 -2.50865
H 1.36492 -0.60357 2.03396
H 0.58099 0.40377 3.37221
H -1.18944 0.64580 -0.18314
H -1.80822 -3.07327 1.31442
H 0.49478 -0.69392 -1.52360
H 0.02634 -2.94025 1.25914
H -0.62262 1.68740 -1.08514
*
```

Output
- ΔE to the lowest compared entry with this formula, charge and spin (kcal per mole) = 50.98
- HOMO (alpha / beta) (eV) = -1.508 / -2.602
- LUMO (alpha / beta) (eV) = 3.0 / 3.0

---

No. 7
Here is the ion C19H18NO5S4 with charge -1 in a non-equilibrium geometry from OMol25. Energies are from the ωB97M-V functional and the def2-TZVPD basis.

Geometry as ORCA input:
```
! wB97M-V def2-TZVPD RIJCOSX def2/J DEFGRID3
* xyz -1 1
S 0.95898 -1.90166 -3.23173
S -1.32373 1.83845 1.05572
S -0.12633 0.79005 -2.95286
S 0.87134 -0.10789 0.58301
O -1.18435 0.88589 -3.94542
O 0.03200 1.81412 -1.94065
O 0.39971 0.18804 5.76568
O 0.16464 -2.59565 -4.22474
O 1.88648 -2.59814 -2.35867
N -0.02123 0.59530 3.01583
C -0.07926 1.44582 5.24321
C -2.64355 -0.08123 -0.93411
C -0.03358 -0.82590 -2.24779
C -0.19579 0.78013 1.65569
C 3.40318 1.51345 -4.99377
C -1.73477 -0.97137 -0.36592
C 3.00811 -0.87009 -4.84900
C -3.60483 0.49570 -0.09137
C -0.34717 -1.12138 -0.87297
C -2.06158 -1.63352 0.82285
C 0.52378 -0.69635 3.43295
C 2.21875 1.76055 -4.29335
C -3.77323 0.01325 1.20935
C 1.87415 -0.60660 -4.08257
C 3.77154 0.20166 -5.30554
C -3.07537 -1.12633 1.62705
C 1.43568 0.68448 -3.87213
C -0.95340 1.19262 4.01413
C 1.18726 -0.54765 4.80765
H -4.48621 0.48206 1.87865
H 0.14438 -2.05311 -0.54664
H -0.63419 1.88549 6.08473
H 0.76028 2.11737 4.96306
H -2.59205 0.15635 -1.99850
H 2.16762 -0.04435 4.69629
H -1.41745 2.10191 3.61549
H 4.04966 2.34562 -5.28838
H 3.27045 -1.90320 -5.06472
H 1.25064 -0.99924 2.65729
H -3.33140 -1.62416 2.56454
H 1.34014 -1.53278 5.28497
H 4.66871 0.00519 -5.89606
H -0.26383 -1.47898 3.50403
H 1.91394 2.76828 -4.02590
H -4.19119 1.33662 -0.45732
H -1.49100 -2.52720 1.09332
H -1.73594 0.44838 4.26463
*
```

Output
- HOMO (eV) = -4.424
- structure (SMILES) = O=S1(=O)C([C@@H](SC(=S)N2CCOCC2)c2ccccc2)=[S@](=O)([O-])c2ccccc21
- LUMO (eV) = 2.8

---

No. 8
Here is an isolated molecule of HI2NO3S in a non-equilibrium geometry from OMol25. Energies are from the ωB97M-V functional and the def2-TZVPD basis.

Geometry as ORCA input:
```
! wB97M-V def2-TZVPD RIJCOSX def2/J DEFGRID3
* xyz 0 1
I 0.85108 2.44869 0.95322
I -0.45775 -2.23926 -1.83619
S 0.17622 -0.28073 0.36853
O -1.01715 -1.03863 -0.44630
O -0.10054 -0.22765 1.78966
O 1.31006 -1.08419 0.05590
N 0.08340 1.13431 -0.35191
H -0.84533 1.28746 -0.53292
*
```

Output
- ΔE to the lowest compared entry with this formula, charge and spin (kcal per mole) = 0.00
- HOMO (eV) = -9.915
- LUMO (eV) = -1.2